# 1
Molecular formula: C18H33AsCuN3OPS4
Method: DFT, the ωB97M-V functional and the def2-TZVPD basis

Results
Total charge ... -2
Relative energy (zero: lowest compared OMol25 entry of this formula, charge and spin) ... 0.0485 eV
Total energy ... -6755.6632 Ha
2S+1 ... 2
M ... 605.2 u
LUMO (spin up / spin down) ... 4.106 / 4.105 eV
HOMO-LUMO gap (spin up / spin down) ... 4.90 / 4.89 eV
Largest force on an atom ... 0.8 eV/A
⟨S²⟩ ... 0.756

XYZ file:
```
62
C18H33AsCuN3OPS4, DFT the ωB97M-V functional and the def2-TZVPD basis
As -1.819 -4.498 2.644
Cu -1.266 -2.132 0.782
S -3.634 -4.748 3.733
S -0.308 -6.007 2.856
S -2.247 -4.154 0.465
S -0.951 -2.461 3.013
P -1.037 1.103 -0.072
O 4.571 -1.869 1.595
N 0.801 -2.837 -0.051
N -1.499 -0.295 0.344
N 5.330 -3.866 0.819
C -1.191 1.370 -1.949
C 1.150 2.988 0.495
C -0.506 2.599 -2.555
C -0.661 0.104 -2.644
C -2.148 2.385 0.773
C 0.997 0.871 1.811
C -2.686 1.430 -2.297
C 1.938 -2.669 0.612
C 3.162 -3.060 0.081
C -1.774 2.396 2.264
C 4.402 -2.850 0.899
C 2.003 -3.806 -1.870
C 1.708 0.820 -0.554
C 0.826 -3.406 -1.251
C 0.749 1.510 0.431
C 3.191 -3.635 -1.179
C -3.593 1.854 0.717
C -2.120 3.825 0.254
H -0.147 -3.569 -1.702
H -3.608 0.776 0.876
H 1.767 1.337 -1.512
H -4.171 2.337 1.511
H -2.518 3.911 -0.756
H -4.085 2.078 -0.228
H -3.153 2.368 -2.000
H -1.061 0.074 -3.664
H -0.828 2.897 2.463
H -2.786 1.346 -3.384
H 1.847 -2.253 1.608
H -2.754 4.447 0.898
H -1.730 1.384 2.668
H 4.133 -3.939 -1.621
H 2.222 3.056 0.716
H 0.580 2.540 -2.497
H -0.995 -0.786 -2.111
H 0.452 -0.067 1.926
H 2.710 0.823 -0.114
H -0.765 2.664 -3.620
H 4.981 -4.790 0.617
H 6.043 -3.811 1.531
H 1.979 -4.256 -2.853
H 2.066 0.672 1.928
H -3.234 0.608 -1.836
H 0.423 0.085 -2.716
H -1.123 4.266 0.264
H -0.815 3.535 -2.093
H 0.697 1.530 2.625
H 1.428 -0.214 -0.741
H 0.630 3.525 1.289
H 0.982 3.521 -0.441
H -2.553 2.943 2.805
```

# 2
Molecular formula: C18H33B6F24N6Zn
Method: DFT, the ωB97M-V functional and the def2-TZVPD basis

Results
Total charge ... -1
Total energy ... -5360.8909 Ha
2S+1 ... 1
M ... 919.7 u
LUMO ... 1.727 eV
HOMO-LUMO gap ... 9.57 eV
Largest force on an atom ... 5.9 eV/A

XYZ file:
```
88
C18H33B6F24N6Zn, DFT the ωB97M-V functional and the def2-TZVPD basis
Zn -7.989 12.492 11.755
F -7.421 12.232 13.815
F -9.323 13.117 13.081
F -10.345 9.179 11.959
F -8.570 10.637 11.643
F -3.894 10.942 12.081
F -8.203 8.456 12.314
F -8.724 13.505 8.222
F -6.004 11.772 11.678
F -11.833 16.855 7.125
F -8.878 8.781 10.210
F -7.492 12.309 9.647
F -7.106 14.273 11.726
F -10.111 18.323 6.964
F -4.646 11.129 9.927
F -5.585 15.660 12.772
F -5.523 9.516 11.335
F -6.200 16.037 10.571
F -8.091 14.355 14.430
F -9.399 11.403 8.743
F -9.700 16.232 7.851
F -9.123 12.460 15.347
F -9.583 13.015 10.330
F -7.637 16.457 12.334
F -10.953 17.720 9.054
N -5.529 9.238 8.029
N -13.000 14.914 10.011
N -4.197 14.267 8.460
N -12.850 15.172 12.151
N -6.745 10.168 6.520
N -5.251 15.736 7.286
C -13.588 14.978 8.686
C -5.523 14.184 8.803
C -3.651 9.003 9.618
C -3.137 13.474 9.061
C -4.048 15.315 7.649
C -4.910 8.995 6.809
C -14.263 16.503 13.680
C -6.761 16.401 5.370
C -6.608 9.958 7.833
C -8.009 10.605 5.915
C -13.237 15.376 13.550
C -6.204 15.072 8.045
C -13.701 14.920 11.156
C -11.579 15.180 11.650
C -5.121 8.734 9.346
C -11.682 15.143 10.299
C -5.592 16.732 6.269
C -5.631 9.680 5.889
B -9.033 9.268 11.529
B -6.621 15.642 11.854
B -5.023 10.801 11.280
B -8.493 13.041 14.282
B -8.823 12.559 9.244
B -10.623 17.279 7.756
H -14.194 14.092 8.499
H -2.902 8.447 9.045
H -7.901 11.660 5.676
H -7.208 15.465 8.000
H -4.730 16.703 5.584
H -5.378 7.678 9.440
H -5.586 9.748 4.816
H -10.954 15.018 9.513
H -10.774 15.481 12.302
H -13.932 17.373 13.113
H -3.242 13.599 10.137
H -14.183 15.877 8.538
H -8.216 10.012 5.028
H -7.437 10.182 8.499
H -2.167 13.914 8.823
H -6.584 16.796 4.373
H -14.183 16.856 14.712
H -8.749 10.413 6.687
H -3.120 15.691 7.255
H -6.833 15.329 5.136
H -5.466 17.739 6.666
H -13.740 14.436 13.798
H -3.433 10.026 9.297
H -3.104 12.433 8.760
H -5.699 9.247 10.118
H -4.021 8.392 6.806
H -12.787 15.024 7.954
H -14.773 14.982 11.186
H -7.723 16.549 5.866
H -15.279 16.177 13.484
H -5.823 13.500 9.580
H -3.450 8.893 10.679
H -12.410 15.392 14.252
```

# 3
Molecular formula: C18H33B8F32N6Zn3
Method: DFT, the ωB97M-V functional and the def2-TZVPD basis

Results
Total charge ... +1
Relative energy (zero: lowest compared OMol25 entry of this formula, charge and spin) ... 0.0000 eV
Total energy ... -9768.5002 Ha
2S+1 ... 1
M ... 1224.1 u
LUMO ... -3.363 eV
HOMO-LUMO gap ... 9.71 eV
Largest force on an atom ... 3.0 eV/A

XYZ file:
```
100
C18H33B8F32N6Zn3, DFT the ωB97M-V functional and the def2-TZVPD basis
Zn -1.316 3.470 1.352
Zn -2.019 2.218 -3.815
Zn -3.461 -1.094 -0.123
F -0.701 1.914 0.107
F -2.154 3.768 -2.215
F -1.835 -3.612 -3.317
F -3.896 -2.734 -3.271
F -2.552 -2.383 -1.399
F -2.476 -2.823 3.202
F -0.034 2.410 2.602
F -3.377 -4.443 -1.842
F -2.585 1.873 1.699
F -4.158 0.673 2.807
F 0.575 4.005 1.159
F -4.888 0.165 -3.940
F 0.556 0.267 -1.040
F -2.922 3.503 -0.072
F -1.158 4.727 -0.448
F 0.871 2.999 -5.790
F -1.617 -0.031 -0.587
F -1.019 -3.084 1.393
F 1.561 4.010 3.250
F 2.117 2.448 1.696
F -0.959 1.532 -2.142
F -0.559 1.342 -4.961
F -4.193 0.643 0.499
F -2.629 0.287 -3.654
F -0.398 3.305 -3.905
F -3.226 5.535 -1.091
F -3.863 1.883 -2.836
F -2.321 -1.223 1.555
F -3.962 -0.207 -1.835
F -3.304 -3.176 1.085
F -4.770 2.537 1.655
F 1.384 1.857 -3.867
N 3.972 3.182 -1.046
N 0.445 -0.833 3.732
N 1.465 -3.812 -1.275
N 1.148 -2.372 -2.935
N -0.530 -1.124 5.637
N 3.984 1.004 -0.969
C 0.361 -5.862 -0.363
C 1.387 -1.336 4.588
C 2.543 -3.870 -2.120
C 0.575 -0.389 2.344
C 0.433 -1.567 -3.897
C 5.277 2.777 -1.092
C 3.533 -0.345 -0.690
C -2.963 -1.125 6.217
C -1.539 -1.212 6.710
C -0.729 -0.735 4.361
C 2.391 -2.967 -3.103
C 3.212 2.090 -0.959
C 2.833 4.897 -2.358
C 5.296 1.419 -1.093
C 0.639 -2.897 -1.812
C 0.770 -1.504 5.780
C 1.230 -4.626 -0.109
C 3.444 4.553 -1.018
B 1.093 3.236 2.237
B -2.436 4.425 -1.000
B -2.908 -3.293 -2.474
B -3.932 1.437 1.675
B -3.893 0.481 -3.060
B -2.257 -2.634 1.853
B -0.666 0.940 -0.889
B 0.382 2.381 -4.688
H -1.681 -0.425 3.964
H 6.154 3.397 -1.166
H 0.447 -6.555 0.471
H 1.361 0.357 2.274
H -0.237 -2.568 -1.272
H 2.138 2.062 -0.887
H 6.119 0.727 -1.125
H 1.169 -1.793 6.737
H 2.455 -0.445 -0.614
H 2.203 -4.992 0.234
H -3.214 -0.149 5.802
H 2.425 -1.429 4.324
H 0.545 -1.969 -4.900
H 3.558 5.003 -3.160
H -0.383 -0.010 2.010
H 3.768 -0.891 -1.611
H 2.032 4.191 -2.594
H 0.791 -0.535 -3.876
H -1.385 -2.131 7.276
H 3.349 -4.570 -1.968
H 4.061 -0.757 0.164
H -0.676 -5.517 -0.282
H -3.658 -1.292 7.041
H -1.255 -0.434 7.421
H 0.465 -6.290 -1.355
H 2.807 4.679 -0.145
H 2.905 -2.858 -4.043
H -0.613 -1.448 -3.626
H -3.216 -1.920 5.515
H 0.857 -1.209 1.684
H 4.339 5.134 -0.785
H 0.860 -4.055 0.740
H 2.240 5.815 -2.339
```

# 4
Molecular formula: C18H33ClFeNO2P2
Method: DFT, the ωB97M-V functional and the def2-TZVPD basis

Results
Total charge ... +2
Total energy ... -3316.8486 Ha
2S+1 ... 6
M ... 448.7 u
LUMO (spin up / spin down) ... -7.318 / -8.938 eV
HOMO-LUMO gap (spin up / spin down) ... 7.25 / 6.03 eV
Largest force on an atom ... 3.4 eV/A
⟨S²⟩ ... 9.009

XYZ file:
```
58
C18H33ClFeNO2P2, DFT the ωB97M-V functional and the def2-TZVPD basis
Fe 0.101 -0.068 -0.867
Cl -2.039 -0.046 -0.547
P -0.034 -2.333 -1.510
P 0.162 2.184 -1.206
O 2.629 -1.632 -0.071
O 3.479 0.968 -1.332
N -2.356 -0.350 2.907
C 1.856 1.110 1.350
C 0.389 0.445 3.585
C 2.054 -0.848 -0.800
C 2.809 -0.375 -3.219
C 2.802 0.045 -1.794
C -0.029 -3.341 0.020
C -2.622 1.042 2.686
C -0.455 2.321 -2.920
C -1.053 3.121 -0.203
C 1.459 1.326 3.727
C 0.011 -0.041 2.322
C 0.715 0.331 1.172
C 1.109 -3.236 -2.611
C 2.195 1.672 2.593
C -1.639 -2.732 -2.305
C -1.177 -0.969 2.362
C 1.560 3.352 -1.162
C -3.520 -1.193 2.994
H 1.810 -0.284 -3.677
H 2.541 1.311 0.521
H 2.389 2.952 -1.757
H -4.230 -0.744 3.702
H -1.906 -1.928 -3.000
H -1.849 1.676 3.137
H 1.715 1.723 4.709
H 0.311 -2.739 0.872
H 0.660 -4.205 -2.867
H 0.293 1.894 -3.601
H -0.618 3.379 -3.161
H 2.070 -3.393 -2.104
H 3.505 0.272 -3.766
H -1.043 -3.715 0.213
H -4.032 -1.302 2.020
H -3.226 -2.189 3.349
H 1.271 -2.662 -3.531
H 1.232 4.325 -1.554
H -1.392 1.759 -3.014
H -0.815 2.995 0.861
H -2.696 1.291 1.611
H 3.046 2.353 2.661
H 3.143 -1.418 -3.307
H -1.547 -3.674 -2.861
H -0.950 -1.825 3.027
H -0.995 4.187 -0.462
H -2.065 2.741 -0.384
H 0.667 -4.178 -0.116
H -3.588 1.271 3.158
H -1.394 -1.400 1.372
H -2.426 -2.821 -1.547
H -0.193 0.131 4.456
H 1.907 3.466 -0.129
```

# 5
Molecular formula: C18H33F3O15
Method: DFT, the ωB97M-V functional and the def2-TZVPD basis

Results
SMILES ... C[C@H](O)COOC(=O)OCOC(F)(F)F.CCOC(=O)OC.CCOC(=O)OC.CCOC(=O)OC
Total energy ... -2133.5613 Ha
2S+1 ... 1
M ... 546.4 u
LUMO ... -0.273 eV
HOMO-LUMO gap ... 10.51 eV
Largest force on an atom ... 9.3 eV/A

XYZ file:
```
69
C18H33F3O15, DFT the ωB97M-V functional and the def2-TZVPD basis
F 5.802 1.046 1.148
F 3.490 1.636 1.095
F 5.220 3.248 1.855
O 0.076 -6.773 -1.248
O 0.970 -1.517 -6.020
O 4.634 1.444 3.301
O -1.851 4.372 3.044
O -0.680 -0.078 -5.835
O -1.704 -0.433 1.478
O 3.113 1.146 5.225
O 1.235 0.279 -4.617
O -1.037 5.000 5.095
O -1.960 6.531 3.819
O -0.284 0.342 4.601
O 1.540 0.071 6.691
O -0.992 -5.151 -2.276
O 0.506 1.352 4.941
O 0.894 -6.022 -3.256
C -1.167 -4.259 -3.383
C 1.722 0.859 5.609
C 0.572 -0.379 -5.403
C -0.219 -2.468 1.862
C 3.244 1.231 3.732
C -1.250 1.127 -5.310
C -2.635 6.936 2.621
C 1.097 -7.767 -1.255
C -0.987 -1.159 2.564
C 0.081 -5.980 -2.346
C -1.628 5.217 3.896
C 4.731 1.820 1.882
C -4.088 6.492 2.634
C 0.154 -0.245 3.313
C -0.737 3.630 5.346
C -0.644 2.353 -5.972
C -1.717 -4.992 -4.596
C 2.317 -1.884 -5.732
H -1.924 -4.293 -5.409
H -2.593 8.029 2.588
H -0.139 3.197 4.537
H 2.492 -1.947 -4.653
H -1.144 1.160 -4.218
H -0.228 -3.740 -3.613
H -0.520 -2.568 0.711
H 3.003 -1.166 -6.193
H 2.917 0.157 3.344
H -2.104 6.567 1.735
H -1.886 -3.498 -3.066
H -4.617 6.874 1.758
H 2.086 -7.323 -1.405
H -2.321 1.092 -5.529
H 1.090 -8.269 -0.283
H -2.475 0.095 1.855
H 2.502 -2.869 -6.169
H -4.591 6.849 3.538
H 0.425 2.441 -5.750
H -1.665 3.066 5.485
H -4.172 5.400 2.635
H 0.961 -2.347 1.882
H -1.009 -5.744 -4.963
H 2.495 2.086 3.411
H -1.140 3.264 -5.626
H -0.156 3.573 6.271
H -0.442 -3.472 2.465
H -2.637 -5.524 -4.338
H 0.885 -8.511 -2.030
H -0.736 2.288 -7.060
H 0.495 0.614 2.585
H 1.055 -0.975 3.583
H -1.727 -1.529 3.418
```

# 6
Molecular formula: C18H33MnN4O2S3
Method: DFT, the ωB97M-V functional and the def2-TZVPD basis

Results
Total charge ... +1
Relative energy (zero: lowest compared OMol25 entry of this formula, charge and spin) ... 0.0000 eV
Total energy ... -3420.6121 Ha
2S+1 ... 6
M ... 488.6 u
LUMO (spin up / spin down) ... -2.858 / -2.976 eV
HOMO-LUMO gap (spin up / spin down) ... 7.65 / 7.62 eV
Largest force on an atom ... 0.5 eV/A
⟨S²⟩ ... 8.755

XYZ file:
```
61
C18H33MnN4O2S3, DFT the ωB97M-V functional and the def2-TZVPD basis
Mn 0.024 -0.469 0.277
S 2.343 -0.025 -0.160
S -0.154 -0.675 3.839
S -1.132 -3.625 0.256
O -0.090 -1.040 2.369
O -0.289 -2.469 -0.276
N 1.269 2.259 1.014
N 3.500 2.116 0.832
N 0.084 1.649 0.773
N -2.064 0.285 0.007
C 1.989 -5.669 2.130
C -1.677 0.275 4.054
C -0.062 -4.423 1.452
C -4.417 0.080 -0.331
C 1.037 0.653 4.054
C -2.814 -0.598 4.556
C -1.140 3.674 1.458
C 2.441 0.156 3.753
C -0.060 -4.725 -2.113
C 1.206 -5.096 0.953
C -2.250 1.500 0.569
C -0.338 -3.699 -3.202
C -3.523 2.036 0.721
C 2.305 1.532 0.600
C -3.117 -0.394 -0.435
C -1.193 -4.824 -1.090
C -4.618 1.312 0.267
C -1.022 2.270 0.964
H 4.330 1.724 0.427
H -1.460 1.105 4.727
H -0.446 -2.698 -2.787
H 2.501 -0.244 2.741
H -2.618 -0.965 5.562
H -2.159 -4.671 -1.574
H 0.046 -5.714 -2.565
H -5.615 1.718 0.371
H -1.874 3.752 2.261
H 0.927 0.990 5.088
H 0.177 -3.578 2.105
H 3.506 3.076 1.135
H -0.173 4.012 1.822
H -0.703 -5.106 2.018
H -3.741 -0.026 4.579
H 1.403 -6.417 2.666
H 0.743 1.461 3.378
H -1.881 0.679 3.061
H 2.908 -6.144 1.791
H 0.966 -5.891 0.245
H -5.238 -0.507 -0.715
H 2.746 -0.618 4.459
H -1.238 -5.795 -0.590
H -2.905 -1.354 -0.890
H 2.261 -4.884 2.837
H -1.250 -3.948 -3.747
H -2.970 -1.458 3.903
H -1.456 4.341 0.653
H 3.143 0.984 3.829
H 0.478 -3.676 -3.923
H 0.885 -4.508 -1.616
H 1.818 -4.363 0.422
H -3.661 3.008 1.169
```

# 7
Molecular formula: C18H33N3O2
Method: DFT, the ωB97M-V functional and the def2-TZVPD basis

Results
Relative energy (zero: lowest compared OMol25 entry of this formula, charge and spin) ... 0.1549 eV
SMILES ... NCCCC[C@H]1CNC(=O)C(=O)N1CCCCC1CCCCC1
Total energy ... -1020.4661 Ha
2S+1 ... 1
M ... 323.5 u
LUMO ... 0.565 eV
HOMO-LUMO gap ... 9.90 eV
Largest force on an atom ... 0.6 eV/A

XYZ file:
```
56
C18H33N3O2, DFT the ωB97M-V functional and the def2-TZVPD basis
O 6.288 0.093 -0.704
O 4.673 2.440 -0.438
N -1.812 -2.251 -0.972
N 5.012 -0.729 0.957
N 3.021 1.041 0.220
C -3.821 -0.075 1.611
C -1.162 2.296 0.061
C 2.519 -1.242 -0.559
C -3.358 1.393 -0.879
C 0.398 -2.573 0.012
C 2.657 -0.298 0.649
C -4.678 -0.330 0.375
C 1.124 2.119 -1.012
C 3.739 -0.759 1.634
C -2.428 0.387 1.195
C 2.043 2.113 0.219
C -2.529 1.673 0.374
C 5.298 0.171 -0.014
C 1.907 -2.606 -0.228
C -4.757 0.925 -0.489
C 4.303 1.332 -0.113
C -0.403 -2.437 -1.283
C -0.228 1.436 -0.790
H 1.657 1.642 -1.836
H -0.209 -3.318 -1.918
H -3.074 2.412 0.975
H -4.294 0.689 2.233
H 2.625 3.037 0.240
H -0.078 -1.552 -1.837
H 0.943 3.154 -1.307
H -1.812 0.556 2.081
H -5.346 0.722 -1.387
H -3.748 -0.990 2.204
H -1.974 -0.400 0.591
H -0.693 1.265 -1.762
H -2.352 -2.161 -1.826
H -0.084 0.467 -0.315
H -0.673 2.529 1.010
H -3.424 2.294 -1.494
H 2.398 -3.023 0.653
H 3.507 -1.389 -0.998
H 2.110 -3.284 -1.059
H 1.904 -0.744 -1.308
H 3.749 -0.083 2.501
H -1.326 3.244 -0.458
H 1.702 -0.230 1.176
H 1.454 2.046 1.137
H 0.131 -1.753 0.678
H -5.682 -0.642 0.671
H 5.677 -1.474 1.104
H 3.542 -1.770 1.991
H -2.875 0.611 -1.466
H -4.226 -1.137 -0.205
H -5.264 1.718 0.067
H -2.168 -3.057 -0.467
H 0.096 -3.501 0.506
```